Record 1
Below is a structure of composition C5H10O, with properties calculated with ωB97M-V with the def2-TZVPD basis set.

Last column: Löwdin charge in e.
Positions of all 16 atoms, in Å:
C (-2.254, -0.241, 0.233)  -0.05
C (-0.914, 0.131, -0.433)  -0.63
O (-0.828, 1.427, -0.756)  -0.22
C (0.214, -0.075, 0.560)  -0.01
C (1.411, -0.827, 0.351)  -0.13
C (1.790, 0.557, -0.358)  -0.04
H (-2.422, 0.389, 1.113)  0.08
H (-2.347, -1.299, 0.509)  0.07
H (-3.027, 0.006, -0.501)  0.08
H (-0.744, -0.600, -1.264)  0.14
H (0.882, 1.235, -0.615)  0.10
H (0.160, 0.577, 1.433)  0.16
H (2.054, -1.064, 1.198)  0.12
H (1.347, -1.630, -0.382)  0.12
H (2.181, 0.305, -1.347)  0.11
H (2.497, 1.109, 0.259)  0.10

Summary:
Energy = -7390.5843 eV
Max |F| = 0.43 eV Å⁻¹
Multiplicity = 1
ΔE to the lowest compared entry with this formula, charge and spin = 403.41 kJ/mol

Record 2
Below is a structure of composition C5H10O, with properties calculated with ωB97M-V with the def2-TZVPD basis set.

Last column: Löwdin charge in e.
Positions of all 16 atoms, in Å:
C (-1.826, 0.611, 0.366)  -0.13
C (-1.050, -0.663, 0.603)  -0.14
C (0.787, 0.160, 0.226)  -0.19
C (1.172, 1.035, -0.932)  -0.10
C (1.478, -1.125, 0.278)  -0.21
O (0.254, -1.298, -0.428)  -0.14
H (-1.814, 0.877, -0.697)  0.08
H (-1.411, 1.444, 0.936)  0.08
H (-2.878, 0.442, 0.640)  0.08
H (-1.648, -1.505, 0.227)  0.10
H (-0.780, -0.844, 1.641)  0.11
H (0.327, 1.638, -1.286)  0.06
H (1.942, 1.735, -0.580)  0.08
H (1.579, 0.475, -1.789)  0.08
H (1.559, -1.692, 1.209)  0.11
H (2.306, -1.290, -0.413)  0.12

Summary:
Energy = -7388.8953 eV
Max |F| = 0.42 eV Å⁻¹
Multiplicity = 1
ΔE to the lowest compared entry with this formula, charge and spin = 566.38 kJ/mol

Record 3
Below is a cluster of 3 separate species, C5H10O in total, with properties calculated with ωB97M-V with the def2-TZVPD basis set.

Last column: Löwdin charge in e.
Positions of all 16 atoms, in Å:
C (1.031, 0.557, 1.484)  -0.08
C (1.310, -0.730, 0.726)  -0.32
C (0.243, -1.480, -0.020)  -0.04
C (1.116, -0.870, -0.758)  -0.05
C (-0.985, 1.068, -1.728)  -0.19
O (-1.267, 1.882, -0.885)  -0.05
H (1.907, 1.217, 1.468)  0.07
H (0.185, 1.107, 1.061)  0.05
H (0.805, 0.340, 2.535)  0.07
H (2.112, -1.322, 1.180)  0.11
H (-0.630, -2.111, 0.059)  0.09
H (-2.707, -0.476, 0.286)  0.05
H (1.502, -0.638, -1.740)  0.09
H (-0.147, 1.222, -2.435)  0.08
H (-1.545, 0.121, -1.843)  0.06
H (-2.529, 0.247, 0.242)  0.04

Summary:
SMILES string = CC1C=C1.[H][H].C=O
Energy = -7390.1554 eV
Max |F| = 0.57 eV Å⁻¹
Multiplicity = 1
ΔE to the lowest compared entry with this formula, charge and spin = 444.79 kJ/mol

What is the ΔE to the lowest compared entry with this formula, charge and spin in the first record? 403.41 kJ/mol